(1)
Molecular formula: C3H5OP
Method: DFT, ωB97M-V/def2-TZVPD

Each line ends with the Mulliken charge.
Positions of all 10 atoms, in Å:
C -1.01 -0.41 0.74  -0.426
H -1.43 -1.32 0.21  0.169
H -0.46 1.53 -0.30  0.278
P 0.46 -0.20 -2.75  0.461
O 1.81 0.33 -2.79  -0.326
H 0.83 0.57 1.78  0.198
H -1.80 0.08 1.25  0.235
C -0.17 0.50 -0.11  -0.262
C 0.45 -0.12 1.01  -0.475
H 1.31 -0.98 0.95  0.148

spin multiplicity	1
E_HOMO (alpha / beta)	-7.84 / -7.47	eV
gap between HOMO and LUMO (alpha / beta)	6.915 / 6.423	eV

(2)
Molecular formula: C3H5P
Method: DFT, ωB97M-V/def2-TZVPD

Each line ends with the Mulliken charge.
Positions of all 9 atoms, in Å:
H 0.52 0.50 -1.92  0.379
C 0.18 -0.65 1.53  -0.654
H -0.09 2.02 -1.20  0.298
H 2.25 -0.72 2.18  0.447
H -1.21 -1.94 0.64  0.050
C 1.29 -0.86 1.91  0.290
P -1.41 -0.51 0.85  -0.137
C -0.31 1.07 -1.73  -1.038
H -1.22 1.10 -2.25  0.365

spin multiplicity	1
E_HOMO (alpha / beta)	-8.86 / -8.31	eV
gap between HOMO and LUMO (alpha / beta)	7.651 / 8.351	eV

(3)
Molecular formula: C3H5P
Method: DFT, ωB97M-V/def2-TZVPD

Each line ends with the Mulliken charge.
Positions of all 9 atoms, in Å:
C 2.18 0.49 -0.54  -0.566
H 2.42 1.55 -0.43  0.254
H -2.17 1.12 0.35  0.050
H -0.19 -1.30 1.86  0.345
C -0.45 -0.69 0.91  -0.196
C 0.95 -0.01 0.19  0.008
P -1.92 -0.37 -0.03  -0.164
H -1.26 0.00 -1.12  0.026
H 2.82 -0.26 -1.08  0.242

spin multiplicity	1
E_HOMO (alpha / beta)	-8.51 / -8.54	eV
gap between HOMO and LUMO (alpha / beta)	8.236 / 8.544	eV
SMILES string	C=C=CP

(4)
Molecular formula: C3H5P
Method: DFT, ωB97M-V/def2-TZVPD

Each line ends with the Mulliken charge.
Positions of all 9 atoms, in Å:
H 1.56 -1.61 -1.06  -0.007
H -1.75 0.12 0.31  0.244
H 0.28 -0.28 1.53  0.317
H 1.03 1.04 0.17  0.313
C -0.94 0.34 -0.22  -0.035
C -0.60 -0.79 -1.15  -0.074
P 0.43 -1.93 -1.75  -0.148
C 0.23 0.39 0.62  -0.837
H -1.03 1.27 -0.72  0.228

spin multiplicity	1
E_HOMO (alpha / beta)	-8.36 / -8.20	eV
gap between HOMO and LUMO (alpha / beta)	8.308 / 8.341	eV

(5)
Molecular formula: C3H5P
Method: DFT, ωB97M-V/def2-TZVPD

Each line ends with the Mulliken charge.
Positions of all 9 atoms, in Å:
C 1.85 0.23 -0.13  -0.372
H -1.99 -1.35 -0.14  0.275
H 2.34 2.29 -0.98  0.361
C 2.26 1.26 -0.63  0.122
H -0.67 -0.83 0.48  -0.278
C -1.71 -0.42 0.34  -0.563
P 1.57 -1.42 0.32  -0.058
H -2.25 -0.14 1.15  0.272
H -1.40 0.38 -0.42  0.240

spin multiplicity	1
E_HOMO (alpha / beta)	-8.14 / -8.27	eV
gap between HOMO and LUMO (alpha / beta)	6.499 / 6.689	eV

(6)
Molecular formula: C3H5P
Method: DFT, ωB97M-V/def2-TZVPD

Each line ends with the Löwdin spin population.
Positions of all 9 atoms, in Å:
P -1.59 0.45 -0.72  0.326
H 0.82 -0.93 1.57  0.024
H -1.42 0.06 -2.06  0.010
C -1.26 2.02 -0.26  0.827
H 1.43 0.58 1.37  0.003
H -2.84 -0.14 -0.63  0.057
H 1.30 -0.43 -0.16  0.019
C -0.57 0.19 0.59  0.633
C 0.84 -0.14 0.88  0.102

spin multiplicity	3
E_HOMO (alpha / beta)	-8.03 / -8.40	eV
gap between HOMO and LUMO (alpha / beta)	8.613 / 6.652	eV
<S²>	2.013

Energy above the lowest of the compared OMol25 structures with the same formula, charge and spin readings, ordered: 303.7; 340.6; 433.8; 317.6; 268.7; 508.4 kJ/mol
Calculated total energy readings, ordered: -533.74275; -458.45175; -458.41625; -458.46054; -458.47914; -458.31498 Eh
Strongest force on any atom readings, ordered: 4.20; 3.50; 8.49; 4.35; 6.13; 3.76 eV/Å